Model P:
The following is a DFT calculation (ωB97M-V/def2-TZVPD) of a structure of composition C5H10O2.

The calculation puts the highest occupied orbital energy at -0.3543 hartree. As for the gap between HOMO and LUMO: 10.66 eV.

Geometry as ORCA input:
```
! RIJCOSX wB97M-V def2-TZVPD def2/J DEFGRID3
* xyz 0 1
O 0.715 -0.764 0.413
O -1.162 1.452 0.354
C 0.735 -2.130 0.742
C -1.612 0.077 0.353
C -0.244 1.130 -0.701
C 1.031 1.854 -0.420
C -0.349 -0.370 -0.417
H 1.836 1.528 -1.077
H 1.286 1.652 0.622
H 0.837 2.923 -0.541
H 1.643 -2.310 1.325
H 0.764 -2.764 -0.158
H -0.435 -1.056 -1.274
H -2.524 0.254 -0.204
H -1.727 -0.393 1.341
H -0.657 1.335 -1.705
H -0.137 -2.418 1.348
*
```

Model Q:
The following is a DFT calculation (ωB97M-V/def2-TZVPD) of a cluster of 2 separate species, C5H10O2 in total.

The calculation puts the highest occupied orbital energy at -0.3113 hartree. As for the gap between HOMO and LUMO: 9.31 eV. The SMILES is C/C=C\O.CC=O.

Geometry as ORCA input:
```
! RIJCOSX wB97M-V def2-TZVPD def2/J DEFGRID3
* xyz 0 1
O 1.068 0.753 -1.290
O 1.016 0.843 1.479
C 1.330 -0.381 -1.635
C -1.661 1.292 0.029
C -0.131 0.155 1.710
C -1.301 0.277 1.078
C 1.129 -1.604 -0.784
H 0.001 -0.565 2.515
H -0.867 2.026 -0.133
H 1.619 -1.459 0.183
H 0.994 1.170 0.561
H -1.880 0.831 -0.942
H 1.517 -2.498 -1.277
H -2.085 -0.409 1.390
H 1.751 -0.541 -2.645
H 0.060 -1.731 -0.575
H -2.560 1.840 0.336
*
```

It is model Q that is the most stable of them.

Model P:
The following is a DFT calculation (ωB97M-V/def2-TZVPD) of an isolated molecule of C3H6O.

The calculation puts the highest occupied orbital energy at -0.3235 hartree. As for the gap between HOMO and LUMO: 9.88 eV. The SMILES is C=COC.

Geometry as ORCA input:
```
! RIJCOSX wB97M-V def2-TZVPD def2/J DEFGRID3
* xyz 0 1
O 0.314 -0.537 -0.247
C -0.771 0.289 -0.152
C 1.733 -0.066 0.022
C -1.965 -0.235 -0.044
H -0.524 1.377 -0.275
H -2.882 0.373 0.261
H 1.808 1.065 0.040
H -2.131 -1.342 0.172
H 2.315 -0.479 -0.792
H 2.105 -0.445 1.015
*
```

Model Q:
The following is a DFT calculation (ωB97M-V/def2-TZVPD) of an isolated molecule of C3H6O.

The calculation puts the highest occupied orbital energy at -0.3603 hartree. As for the gap between HOMO and LUMO: 10.86 eV. The SMILES is C=CCO.

Geometry as ORCA input:
```
! RIJCOSX wB97M-V def2-TZVPD def2/J DEFGRID3
* xyz 0 1
O 1.939 -0.350 0.027
C -0.310 0.494 0.504
C -1.587 0.199 0.323
C 0.749 0.173 -0.536
H 1.102 1.004 -1.136
H -2.301 -0.127 1.075
H 2.020 -1.304 0.043
H 0.156 0.507 1.494
H -2.053 0.009 -0.650
H 0.285 -0.605 -1.145
*
```

It is model Q that is the most stable of them.

Model P:
The following is a DFT calculation (ωB97M-V/def2-TZVPD) of an isolated molecule of C3H6O.

The calculation puts the highest occupied orbital energy at -0.3602 hartree. As for the gap between HOMO and LUMO: 10.83 eV. The SMILES is C=CCO.

Geometry as ORCA input:
```
! RIJCOSX wB97M-V def2-TZVPD def2/J DEFGRID3
* xyz 0 1
O 1.956 0.369 0.493
C -1.533 -0.582 -0.178
C 0.581 0.657 0.237
C -0.209 -0.576 -0.128
H -2.104 -1.482 -0.353
H 2.402 0.308 -0.357
H -2.092 0.335 -0.036
H 0.500 1.435 -0.527
H 0.307 -1.504 -0.327
H 0.191 1.040 1.176
*
```

Model Q:
The following is a DFT calculation (ωB97M-V/def2-TZVPD) of an isolated molecule of C3H6O.

The calculation puts the highest occupied orbital energy at -0.3563 hartree. As for the gap between HOMO and LUMO: 10.65 eV. The SMILES is CC(C)=O.

Geometry as ORCA input:
```
! RIJCOSX wB97M-V def2-TZVPD def2/J DEFGRID3
* xyz 0 1
O 1.390 -0.474 -1.113
C -0.928 -0.638 -0.635
C 0.490 -0.165 -0.354
C 0.700 0.742 0.843
H -1.725 -0.190 -0.021
H -0.926 -1.751 -0.480
H 1.715 1.128 0.913
H -1.122 -0.428 -1.703
H 0.421 0.183 1.783
H -0.014 1.593 0.767
*
```

Model R:
The following is a DFT calculation (ωB97M-V/def2-TZVPD) of an isolated molecule of C3H6O.

The calculation puts the highest occupied orbital energy at -0.3550 hartree. As for the gap between HOMO and LUMO: 10.79 eV. The SMILES is OC1CC1.

Geometry as ORCA input:
```
! RIJCOSX wB97M-V def2-TZVPD def2/J DEFGRID3
* xyz 0 1
O 1.569 -0.653 -0.138
C 0.306 -0.316 -0.642
C -0.778 -0.460 0.326
C -0.128 1.024 -0.055
H 0.792 1.518 0.314
H -0.912 1.769 -0.074
H -0.660 -1.019 1.260
H 1.497 -0.656 0.830
H -1.752 -0.691 -0.142
H 0.219 -0.624 -1.675
*
```

Model S:
The following is a DFT calculation (ωB97M-V/def2-TZVPD) of an isolated molecule of C3H6O.

The calculation puts the highest occupied orbital energy at -0.3440 hartree. As for the gap between HOMO and LUMO: 10.13 eV. The SMILES is CC(C)=O.

Geometry as ORCA input:
```
! RIJCOSX wB97M-V def2-TZVPD def2/J DEFGRID3
* xyz 0 1
O 0.225 0.956 1.294
C 1.329 -0.294 -0.376
C -1.394 0.006 0.167
C 0.097 0.039 0.517
H -1.482 -0.510 -0.767
H -2.008 -0.396 0.984
H 2.273 -0.299 0.186
H 1.314 -1.174 -1.026
H -1.724 1.059 0.026
H 1.370 0.612 -1.004
*
```

It is model Q that is the most stable of them.

Model P:
The following is a DFT calculation (ωB97M-V/def2-TZVPD) of an isolated molecule of C3H6O.

The calculation puts the highest occupied orbital energy at -0.3706 hartree. As for the gap between HOMO and LUMO: 11.29 eV. The SMILES is C[C@H]1CO1.

Geometry as ORCA input:
```
! RIJCOSX wB97M-V def2-TZVPD def2/J DEFGRID3
* xyz 0 1
O 0.351 1.643 -0.100
C -0.130 0.472 0.442
C -0.922 -0.360 -0.477
C 1.306 0.729 0.350
H 1.806 1.148 1.133
H 1.927 0.300 -0.371
H -0.781 -1.303 -0.032
H -0.444 -0.333 -1.508
H -1.939 -0.080 -0.294
H -0.605 0.360 1.481
*
```

Model Q:
The following is a DFT calculation (ωB97M-V/def2-TZVPD) of a cluster of 2 separate species, C3H6O in total.

The calculation puts the highest occupied orbital energy (alpha / beta) at -0.2930 / -0.3145 hartree. As for the gap between HOMO and LUMO (alpha / beta): 8.46 / 9.39 eV.

Geometry as ORCA input:
```
! RIJCOSX wB97M-V def2-TZVPD def2/J DEFGRID3
* xyz 0 1
O -1.397 0.995 -0.511
C 0.395 -1.986 0.478
C -0.057 1.488 -0.808
C -0.423 0.848 0.409
H 0.906 -1.905 1.392
H 0.960 -2.185 -0.398
H -0.395 1.123 1.535
H -0.635 -1.785 0.449
H 0.466 0.865 -1.587
H 0.179 2.541 -0.959
*
```

Model R:
The following is a DFT calculation (ωB97M-V/def2-TZVPD) of a cluster of 2 separate species, C3H6O in total.

The calculation puts the highest occupied orbital energy at -0.3604 hartree. As for the gap between HOMO and LUMO: 10.61 eV. The SMILES is C=C.C=O.

Geometry as ORCA input:
```
! RIJCOSX wB97M-V def2-TZVPD def2/J DEFGRID3
* xyz 0 1
O -3.560 -0.860 -2.612
C -4.274 0.063 -2.941
C 3.257 -0.175 1.527
C 2.324 0.127 2.441
H -4.084 0.398 -4.014
H 3.053 -1.003 0.936
H 4.331 0.149 1.276
H 1.595 -0.447 2.892
H 2.421 1.120 2.941
H -5.061 0.628 -2.446
*
```

It is model P that is the most stable of them.